Version a
The following is a quantum chemistry calculation of the molecule C4H9ISi, from OMol25.

As for the LUMO energy: 0.0253 hartree. Its SMILES is C=C[Si](C)(C)I. For the frontier orbital gap, the calculation gives 10.15 eV.

Last column: Löwdin charge in e.
CARTESIAN COORDINATES (ANGSTROEM)
C (0.964, -2.007, 0.817)  -0.085
C (0.008, -1.717, -0.069)  -0.255
C (-0.176, 0.894, -1.700)  -0.253
C (-0.052, 1.339, 1.205)  -0.245
Si (-0.714, 0.090, -0.056)  0.121
I (-3.148, 0.394, 0.052)  0.442
H (1.565, -2.924, 0.767)  0.053
H (1.291, -1.255, 1.650)  0.079
H (-0.073, -2.351, -0.885)  0.023
H (0.715, 1.523, -1.480)  0.031
H (0.153, 0.080, -2.511)  0.077
H (-0.925, 1.443, -2.152)  -0.035
H (-0.679, 2.178, 1.153)  0.001
H (-0.001, 0.893, 2.131)  -0.019
H (1.072, 1.421, 1.076)  0.065


Version b
The following is a quantum chemistry calculation of a cluster of 2 separate species, C4H9ISi in total, from OMol25.

As for the LUMO energy (alpha / beta): 0.0053 / -0.0177 hartree. For the frontier orbital gap (alpha / beta), the calculation gives 7.28 / 8.24 eV.

Last column: Löwdin charge in e.
CARTESIAN COORDINATES (ANGSTROEM)
C (-2.521, -0.515, -0.628)  -0.122
C (-1.273, -0.100, -0.892)  -0.333
C (0.478, 2.071, 0.800)  -0.302
C (2.474, -1.789, -0.559)  0.023
Si (-0.180, 0.320, 0.596)  0.293
I (-1.065, -0.332, 2.859)  0.361
H (-3.306, -0.713, -1.306)  0.035
H (-2.829, -0.721, 0.428)  0.003
H (-1.178, 0.107, -1.969)  0.056
H (-0.201, 2.733, 1.172)  -0.026
H (1.281, 1.894, 1.497)  0.004
H (0.757, 2.390, -0.280)  0.066
H (2.974, -1.285, 0.278)  -0.036
H (1.907, -2.796, -0.527)  0.023
H (2.682, -1.262, -1.469)  -0.046


The energy of each structure relative to the most stable one, in eV, is as follows: version a 0.000; version b 3.609.


Version a
The following is a quantum chemistry calculation of a structure of composition C30H49AsMoN5O7SSi4, from OMol25.

The charge is +1. As for the LUMO energy (alpha / beta): -0.1359 / -0.1459 hartree. The spin multiplicity is 3. As for the expectation value of S²: 2.40. For the frontier orbital gap (alpha / beta), the calculation gives 6.86 / 6.75 eV.

Last column: Löwdin charge in e.
CARTESIAN COORDINATES (ANGSTROEM)
Mo (0.335, 2.257, 0.275)  1.317
C (2.688, 4.421, 0.180)  -0.198
N (1.286, 4.096, 0.478)  -0.189
C (0.479, 5.123, 0.688)  -0.051
C (-0.889, 4.917, 0.619)  -0.332
C (-2.023, 5.700, 0.854)  -0.004
C (-3.115, 4.872, 0.624)  -0.054
C (-2.606, 3.617, 0.272)  -0.130
N (-1.265, 3.628, 0.256)  -0.121
C (2.947, 4.523, -1.304)  -0.216
C (2.463, 3.568, -2.191)  -0.051
C (2.726, 3.658, -3.548)  -0.063
C (3.497, 4.706, -4.034)  -0.073
C (3.999, 5.654, -3.156)  -0.070
C (3.719, 5.566, -1.799)  -0.040
H (3.320, 3.643, 0.609)  0.061
H (2.945, 5.369, 0.658)  0.117
H (0.897, 6.114, 0.850)  0.148
H (-2.031, 6.734, 1.156)  0.117
H (-4.158, 5.136, 0.684)  0.105
H (-3.162, 2.729, 0.020)  0.104
H (1.871, 2.729, -1.832)  0.059
H (2.335, 2.904, -4.218)  0.106
H (3.703, 4.782, -5.093)  0.108
H (4.613, 6.464, -3.526)  0.109
H (4.112, 6.315, -1.121)  0.113
C (4.314, -0.150, 3.238)  -0.240
As (2.543, 0.554, 3.024)  0.793
C (2.575, 2.201, 4.016)  -0.259
C (1.386, -0.607, 4.040)  -0.215
S (2.411, 1.172, 0.969)  0.247
H (4.589, -0.074, 4.289)  0.053
H (5.002, 0.427, 2.624)  0.043
H (4.332, -1.194, 2.930)  0.041
H (2.641, 1.994, 5.083)  0.046
H (1.671, 2.771, 3.806)  0.033
H (3.443, 2.774, 3.696)  0.044
H (1.925, -1.538, 4.196)  0.045
H (0.464, -0.822, 3.507)  0.010
H (1.191, -0.106, 4.986)  0.049
O (4.280, -3.632, -3.726)  0.104
N (3.438, -2.788, -3.934)  -0.351
O (3.199, -2.272, -5.002)  0.102
C (2.630, -2.351, -2.782)  -0.109
C (1.749, -1.303, -2.942)  0.094
C (0.964, -0.909, -1.866)  -0.118
C (0.974, -1.617, -0.649)  -0.283
O (0.034, -1.547, 0.256)  -0.253
C (2.014, -2.554, -0.512)  -0.069
C (2.816, -2.956, -1.557)  0.090
N (2.290, -3.162, 0.802)  -0.312
O (2.840, -4.241, 0.814)  0.114
O (2.002, -2.511, 1.794)  0.040
N (0.246, 0.299, -2.052)  -0.277
O (0.281, 0.952, -3.101)  0.042
O (-0.130, 0.961, -0.926)  -0.389
H (1.691, -0.763, -3.875)  0.140
H (3.557, -3.729, -1.417)  0.143
C (-2.859, 0.443, 2.732)  -0.218
Si (-2.646, -1.361, 2.245)  0.412
C (-4.356, -2.094, 1.980)  -0.209
C (-2.025, -2.164, 3.824)  -0.191
Si (-1.719, -1.733, 0.120)  0.555
Si (-1.696, -4.119, -0.064)  0.451
C (-1.182, -4.760, 1.613)  -0.211
C (-3.380, -4.806, -0.529)  -0.208
C (-0.435, -4.695, -1.342)  -0.187
Si (-2.618, -0.986, -1.907)  0.424
C (-4.404, -1.524, -1.775)  -0.201
C (-1.778, -2.044, -3.195)  -0.176
C (-2.551, 0.807, -2.430)  -0.194
H (-3.103, 0.505, 3.794)  0.037
H (-3.664, 0.926, 2.179)  0.026
H (-1.952, 1.031, 2.564)  -0.003
H (-4.993, -1.865, 2.838)  0.045
H (-4.303, -3.181, 1.895)  0.025
H (-4.853, -1.718, 1.089)  0.008
H (-2.909, -2.257, 4.460)  0.048
H (-1.309, -1.527, 4.344)  0.008
H (-1.585, -3.154, 3.720)  0.010
H (-0.945, -5.826, 1.557)  0.045
H (-1.972, -4.634, 2.353)  0.018
H (-0.291, -4.242, 1.975)  0.023
H (-4.205, -4.236, -0.106)  0.008
H (-3.479, -5.835, -0.173)  0.041
H (-3.504, -4.827, -1.613)  0.032
H (0.106, -3.884, -1.828)  0.003
H (-0.931, -5.266, -2.128)  0.043
H (0.308, -5.347, -0.876)  0.042
H (-4.494, -2.607, -1.760)  0.017
H (-4.950, -1.160, -2.649)  0.045
H (-4.905, -1.130, -0.893)  0.015
H (-1.640, -3.070, -2.865)  0.004
H (-0.807, -1.644, -3.496)  0.021
H (-2.409, -2.066, -4.089)  0.055
H (-3.555, 1.165, -2.663)  0.044
H (-1.937, 0.895, -3.330)  0.032
H (-2.114, 1.483, -1.694)  -0.010


Version b
The following is a quantum chemistry calculation of a structure of composition C30H49AsMoN5O7SSi4, from OMol25.

The charge is +1. As for the LUMO energy (alpha / beta): -0.1717 / -0.1633 hartree. The spin multiplicity is 3. As for the expectation value of S²: 2.13. For the frontier orbital gap (alpha / beta), the calculation gives 5.76 / 6.15 eV.

Last column: Löwdin charge in e.
CARTESIAN COORDINATES (ANGSTROEM)
Mo (-0.384, 0.526, 1.393)  1.240
C (-0.265, 2.119, -1.351)  -0.180
N (-1.030, 1.793, -0.140)  -0.211
C (-2.280, 2.183, -0.100)  -0.103
C (-3.048, 1.826, 1.006)  -0.360
C (-4.369, 2.025, 1.422)  -0.002
C (-4.496, 1.367, 2.641)  -0.049
C (-3.252, 0.797, 2.932)  -0.134
N (-2.380, 1.059, 1.946)  -0.135
C (0.103, 3.575, -1.430)  -0.232
C (-0.375, 4.386, -2.451)  -0.036
C (-0.038, 5.733, -2.493)  -0.067
C (0.776, 6.276, -1.512)  -0.070
C (1.257, 5.469, -0.488)  -0.065
C (0.917, 4.129, -0.451)  -0.070
H (-0.847, 1.830, -2.232)  0.121
H (0.622, 1.484, -1.335)  0.084
H (-2.670, 2.806, -0.902)  0.155
H (-5.127, 2.578, 0.893)  0.115
H (-5.378, 1.297, 3.256)  0.104
H (-2.969, 0.207, 3.790)  0.115
H (-1.005, 3.961, -3.224)  0.113
H (-0.411, 6.357, -3.295)  0.109
H (1.038, 7.325, -1.543)  0.109
H (1.894, 5.890, 0.280)  0.111
H (1.271, 3.495, 0.352)  0.072
C (0.637, -1.733, -2.648)  -0.232
As (-0.966, -2.444, -1.855)  0.713
C (-0.644, -4.250, -1.257)  -0.220
C (-2.245, -2.619, -3.280)  -0.245
S (-1.748, -1.189, -0.354)  0.209
H (1.131, -2.485, -3.264)  0.050
H (1.300, -1.396, -1.854)  0.006
H (0.348, -0.882, -3.263)  0.044
H (0.075, -4.745, -1.909)  0.053
H (-1.596, -4.779, -1.286)  0.051
H (-0.283, -4.231, -0.233)  0.008
H (-1.902, -3.372, -3.988)  0.050
H (-2.352, -1.657, -3.777)  0.042
H (-3.200, -2.913, -2.849)  0.045
O (0.957, -7.025, 2.783)  0.112
N (1.584, -6.703, 1.801)  -0.349
O (2.156, -7.450, 1.041)  0.110
C (1.651, -5.264, 1.494)  -0.119
C (2.399, -4.836, 0.412)  0.090
C (2.471, -3.489, 0.154)  -0.059
C (1.831, -2.486, 0.934)  -0.242
O (2.000, -1.239, 0.621)  -0.284
C (0.998, -3.021, 1.968)  -0.059
C (0.939, -4.382, 2.264)  0.102
N (0.121, -2.216, 2.757)  -0.277
O (0.046, -1.004, 2.407)  -0.325
O (-0.530, -2.637, 3.696)  0.126
N (3.260, -3.126, -1.041)  -0.326
O (3.293, -3.950, -1.932)  0.097
O (3.806, -2.045, -1.078)  0.086
H (2.922, -5.543, -0.216)  0.146
H (0.321, -4.733, 3.078)  0.145
C (-0.731, 1.746, 4.651)  -0.219
Si (-0.053, 2.479, 3.045)  0.476
C (1.728, 2.998, 3.359)  -0.238
C (-1.019, 4.019, 2.562)  -0.184
Si (2.311, 0.401, 1.320)  0.562
Si (3.981, 1.423, -0.031)  0.411
C (5.554, 0.412, 0.085)  -0.194
C (3.538, 1.714, -1.833)  -0.194
C (4.332, 3.092, 0.766)  -0.198
Si (3.469, -0.267, 3.270)  0.435
C (4.695, 0.975, 3.964)  -0.204
C (4.479, -1.764, 2.675)  -0.187
C (2.287, -0.789, 4.648)  -0.188
H (-1.768, 2.048, 4.797)  0.024
H (-0.145, 2.138, 5.487)  0.041
H (-0.692, 0.657, 4.713)  0.005
H (1.728, 3.812, 4.091)  0.053
H (2.236, 3.361, 2.465)  -0.004
H (2.315, 2.184, 3.782)  -0.028
H (-1.522, 4.400, 3.456)  0.042
H (-1.779, 3.883, 1.800)  0.009
H (-0.329, 4.789, 2.213)  0.024
H (5.472, -0.588, -0.335)  0.014
H (5.899, 0.327, 1.118)  0.018
H (6.322, 0.956, -0.471)  0.047
H (3.196, 0.814, -2.346)  0.023
H (4.437, 2.059, -2.350)  0.043
H (2.786, 2.498, -1.938)  0.015
H (4.764, 2.996, 1.767)  0.027
H (3.452, 3.723, 0.839)  -0.010
H (5.053, 3.628, 0.144)  0.048
H (5.412, 1.344, 3.225)  0.019
H (5.264, 0.428, 4.721)  0.044
H (4.235, 1.834, 4.453)  0.027
H (5.539, -1.580, 2.861)  0.040
H (4.379, -1.962, 1.607)  0.005
H (4.208, -2.671, 3.220)  0.038
H (2.779, -0.631, 5.610)  0.045
H (2.020, -1.848, 4.594)  0.027
H (1.362, -0.208, 4.657)  0.001


The energy of each structure relative to the most stable one, in eV, is as follows: version a 0.451; version b 0.000.